Entry 1:
{"formula": "C20H52ClN15O26P", "method": "ωB97M-V/def2-TZVPD", "symbols": ["C", "C", "C", "Cl", "N", "C", "C", "N", "C", "C", "N", "C", "O", "P", "O", "H", "H", "H", "H", "H", "H", "H", "H", "H", "H", "H", "H", "H", "H", "H", "H", "C", "N", "O", "O", "H", "H", "H", "C", "N", "O", "O", "H", "H", "H", "C", "N", "O", "O", "H", "H", "H", "C", "N", "O", "O", "H", "H", "H", "C", "N", "O", "O", "H", "H", "H", "C", "N", "O", "O", "H", "H", "H", "C", "N", "O", "O", "H", "H", "H", "C", "N", "O", "O", "H", "H", "H", "C", "N", "O", "O", "H", "H", "H", "C", "N", "O", "O", "H", "H", "H", "C", "N", "O", "O", "H", "H", "H", "C", "N", "O", "O", "H", "H", "H"], "xyz": [[3.310, 4.388, -6.870], [2.955, 3.322, -5.829], [3.375, 3.654, -4.395], [5.019, 4.291, -4.354], [2.345, 4.607, -3.781], [2.895, 5.903, -3.222], [1.807, 6.798, -2.592], [0.800, 6.109, -1.816], [0.315, 4.925, -2.457], [1.443, 3.909, -2.779], [2.288, 3.573, -1.662], [1.855, 3.292, -0.555], [1.475, 3.112, 0.516], [0.585, 2.421, -3.509], [-0.461, 2.884, -4.448], [3.149, 5.397, -6.475], [2.643, 4.283, -7.725], [4.340, 4.297, -7.204], [3.445, 2.374, -6.066], [1.878, 3.128, -5.860], [3.402, 2.750, -3.791], [1.720, 4.867, -4.551], [3.656, 5.666, -2.485], [3.337, 6.432, -4.064], [2.339, 7.464, -1.910], [1.352, 7.436, -3.356], [1.086, 5.967, -0.857], [-0.142, 5.191, -3.417], [-0.469, 4.443, -1.869], [1.568, 1.634, -4.114], [0.176, 1.730, -2.362], [0.310, 1.749, 3.228], [0.065, 0.667, 4.223], [0.940, 0.436, 5.033], [-1.004, 0.100, 4.165], [1.289, 2.170, 3.415], [0.247, 1.304, 2.240], [-0.470, 2.490, 3.372], [1.750, -2.046, -1.485], [1.625, -0.754, -2.207], [1.015, -0.721, -3.257], [2.145, 0.228, -1.702], [1.237, -2.805, -2.063], [2.811, -2.258, -1.393], [1.302, -1.906, -0.505], [0.229, -3.529, -6.013], [-0.180, -4.260, -4.784], [0.573, -4.243, -3.825], [-1.241, -4.837, -4.811], [1.194, -3.072, -5.830], [0.274, -4.256, -6.818], [-0.538, -2.787, -6.213], [0.902, -7.556, -3.678], [2.145, -8.341, -3.901], [2.352, -8.777, -5.015], [2.877, -8.492, -2.945], [0.357, -7.504, -4.614], [0.318, -8.057, -2.914], [1.207, -6.569, -3.344], [-3.096, -6.846, -1.223], [-1.871, -7.662, -1.429], [-1.669, -8.115, -2.543], [-1.138, -7.825, -0.480], [-3.635, -6.799, -2.161], [-3.683, -7.329, -0.453], [-2.770, -5.862, -0.899], [-0.192, 2.522, 7.307], [-0.048, 3.798, 6.567], [0.584, 3.793, 5.521], [-0.542, 4.802, 7.031], [0.326, 1.765, 6.728], [0.259, 2.694, 8.279], [-1.253, 2.308, 7.404], [2.040, 6.586, 6.728], [2.923, 7.142, 7.787], [2.707, 6.830, 8.940], [3.818, 7.879, 7.424], [1.300, 5.943, 7.185], [1.572, 7.421, 6.216], [2.677, 6.027, 6.048], [3.852, 8.127, 3.485], [2.509, 7.927, 2.869], [2.457, 7.573, 1.705], [1.553, 8.133, 3.580], [4.606, 7.909, 2.739], [3.902, 9.160, 3.817], [3.922, 7.459, 4.338], [-6.787, -9.149, 1.353], [-6.445, -8.012, 0.456], [-5.715, -8.223, -0.492], [-6.916, -6.927, 0.727], [-6.292, -10.036, 0.978], [-6.445, -8.885, 2.349], [-7.868, -9.255, 1.338], [-2.471, -10.444, -4.751], [-3.533, -10.814, -5.727], [-3.392, -10.466, -6.880], [-4.477, -11.440, -5.293], [-1.702, -9.892, -5.278], [-2.936, -9.837, -3.982], [-2.079, -11.365, -4.330], [2.544, 4.641, 11.426], [1.334, 4.172, 10.701], [0.251, 4.369, 11.197], [1.518, 3.613, 9.632], [2.221, 5.113, 12.347], [3.164, 3.770, 11.615], [3.052, 5.343, 10.771], [-8.025, -4.047, 0.411], [-7.748, -2.732, 1.052], [-6.731, -2.625, 1.707], [-8.559, -1.849, 0.873], [-7.220, -4.727, 0.657], [-8.978, -4.402, 0.792], [-8.087, -3.873, -0.659]], "lowdin_charge": [-0.097, -0.264, -0.634, 0.774, -0.045, -0.121, -0.161, -0.024, -0.170, -0.484, 0.176, -0.288, 0.235, 0.799, -0.375, 0.072, 0.088, 0.075, 0.127, 0.094, 0.087, 0.168, 0.110, 0.117, 0.135, 0.129, 0.118, 0.131, 0.142, 0.023, 0.042, 0.021, -0.444, 0.052, 0.074, 0.087, 0.085, 0.098, 0.075, -0.426, 0.040, 0.020, 0.073, 0.113, 0.110, 0.058, -0.435, 0.027, 0.084, 0.093, 0.107, 0.104, 0.032, -0.450, 0.061, 0.065, 0.092, 0.065, 0.081, 0.055, -0.420, 0.020, 0.089, 0.100, 0.072, 0.105, 0.065, -0.420, 0.036, 0.064, 0.071, 0.067, 0.113, 0.048, -0.433, 0.064, 0.061, 0.058, 0.099, 0.096, 0.057, -0.447, 0.035, 0.075, 0.093, 0.109, 0.085, 0.061, -0.425, 0.055, 0.060, 0.099, 0.105, 0.105, 0.040, -0.456, 0.068, 0.061, 0.091, 0.080, 0.104, 0.054, -0.428, 0.095, 0.027, 0.100, 0.103, 0.075, 0.038, -0.456, 0.061, 0.062, 0.057, 0.104, 0.102], "homo_lumo_gap_ev": 9.0, "homo_energy_ev": -12.056, "charge": 1, "multiplicity": 1}

---

Entry 2:
{"formula": "C20H52ClNO18S4", "method": "ωB97M-V/def2-TZVPD", "symbols": ["C", "C", "C", "O", "C", "N", "H", "H", "H", "H", "H", "H", "H", "H", "H", "H", "H", "H", "Cl", "O", "O", "O", "O", "C", "C", "C", "O", "C", "H", "H", "H", "H", "H", "H", "H", "H", "O", "S", "O", "O", "C", "C", "C", "H", "H", "H", "H", "H", "H", "H", "H", "O", "S", "O", "O", "C", "C", "C", "H", "H", "H", "H", "H", "H", "H", "H", "O", "S", "O", "O", "C", "C", "C", "H", "H", "H", "H", "H", "H", "H", "H", "O", "S", "O", "O", "C", "C", "C", "H", "H", "H", "H", "H", "H", "H", "H"], "xyz": [[2.707, 4.648, -1.226], [1.377, 5.415, -0.900], [0.137, 4.827, -1.689], [-1.065, 5.619, -1.356], [-2.322, 5.040, -1.783], [1.084, 5.346, 0.582], [1.939, 5.698, 0.988], [0.543, 6.050, 1.063], [0.906, 4.427, 0.960], [3.139, 4.946, -2.182], [2.677, 3.559, -1.177], [3.575, 4.810, -0.587], [1.435, 6.500, -0.995], [-0.042, 3.811, -1.337], [0.181, 4.913, -2.775], [-3.076, 5.741, -1.424], [-2.716, 4.229, -1.170], [-2.457, 4.756, -2.826], [-0.267, 1.634, 0.939], [0.253, 2.090, 2.181], [0.784, 1.573, -0.040], [-0.788, 0.325, 1.089], [-1.201, 2.569, 0.474], [-4.155, 0.840, 2.709], [-5.262, 1.733, 3.254], [-5.088, 1.575, 4.755], [-3.644, 1.350, 4.894], [-3.024, 0.989, 3.698], [-4.017, 1.113, 1.663], [-4.471, -0.203, 2.698], [-6.304, 1.527, 3.008], [-5.190, 2.771, 2.929], [-5.715, 0.780, 5.160], [-5.382, 2.481, 5.284], [-2.433, 0.087, 3.854], [-2.298, 1.739, 3.384], [0.056, -8.123, 2.834], [0.613, -6.939, 2.149], [0.768, -6.765, 0.688], [-0.183, -5.621, 2.680], [0.149, -4.296, 2.150], [-0.991, -3.324, 2.368], [2.287, -6.518, 2.747], [0.483, -4.184, 1.119], [1.025, -3.989, 2.722], [-1.808, -3.673, 1.737], [-0.687, -2.310, 2.110], [-1.383, -3.275, 3.384], [3.004, -7.338, 2.693], [2.225, -6.175, 3.779], [2.535, -5.707, 2.062], [-0.860, -4.060, -2.474], [-1.025, -2.623, -2.439], [-0.814, -1.962, -3.703], [-2.596, -2.263, -1.936], [-3.699, -2.992, -2.602], [-4.970, -2.442, -2.000], [-0.019, -1.782, -1.129], [-3.560, -4.064, -2.469], [-3.628, -2.805, -3.673], [-4.999, -1.355, -1.922], [-5.160, -2.771, -0.978], [-5.800, -2.814, -2.600], [-0.388, -1.981, -0.123], [0.015, -0.702, -1.269], [0.995, -2.174, -1.206], [2.345, 0.562, -5.666], [2.031, 1.954, -5.369], [2.051, 2.964, -6.412], [0.434, 1.945, -4.703], [0.114, 1.139, -3.579], [-1.420, 1.217, -3.638], [2.946, 2.636, -3.874], [0.340, 1.576, -2.607], [0.530, 0.142, -3.724], [-1.712, 2.263, -3.543], [-1.868, 0.534, -2.916], [-1.888, 0.843, -4.549], [2.690, 2.118, -2.950], [2.615, 3.671, -3.791], [3.954, 2.737, -4.276], [3.399, -3.405, 2.570], [3.669, -2.002, 2.952], [3.942, -1.500, 4.304], [4.843, -1.465, 1.953], [5.134, -2.169, 0.789], [6.475, -1.843, 0.178], [2.276, -1.039, 2.323], [4.298, -2.063, 0.099], [5.112, -3.253, 0.905], [7.217, -1.866, 0.976], [6.513, -0.828, -0.216], [6.733, -2.446, -0.693], [2.262, -1.179, 1.242], [2.179, -0.013, 2.678], [1.384, -1.507, 2.740]], "lowdin_charge": [-0.028, -0.228, -0.117, -0.203, -0.090, 0.235, 0.157, 0.174, 0.143, 0.080, 0.073, 0.084, 0.151, 0.094, 0.137, 0.087, 0.077, 0.088, 0.563, -0.350, -0.389, -0.330, -0.341, -0.162, -0.183, -0.171, -0.134, -0.232, 0.109, 0.114, 0.108, 0.108, 0.112, 0.110, 0.116, 0.102, -0.303, 0.689, -0.325, -0.263, -0.262, -0.061, -0.115, 0.118, 0.082, 0.088, 0.050, 0.085, 0.073, 0.074, 0.037, -0.289, 0.660, -0.300, -0.293, -0.242, -0.076, -0.085, 0.115, 0.116, 0.079, 0.077, 0.080, 0.037, 0.038, 0.072, -0.291, 0.711, -0.295, -0.289, -0.291, -0.055, -0.099, 0.084, 0.102, 0.066, 0.068, 0.085, 0.057, 0.033, 0.069, -0.320, 0.705, -0.284, -0.242, -0.331, -0.060, -0.102, 0.115, 0.112, 0.085, 0.072, 0.086, 0.063, 0.074, 0.054], "homo_lumo_gap_ev": 8.1, "homo_energy_ev": -9.197, "charge": 0, "multiplicity": 1}

---

- The lowest charge belongs to which entry?
  C20H52ClNO18S4